Below is C5H7NO in the gas phase, with properties calculated with ωB97M-V/def2-TZVPD.

XYZ file:
```
14
Properties=species:S:1:pos:R:3:mulliken_charge:R:1
C -1.80281 0.07621 0.50433 -0.934
N -0.42324 -0.24095 0.20597 0.139
C 0.11396 -1.57973 -0.06168 -0.192
C 1.40261 -1.58651 -0.46380 -0.947
C 1.67335 -0.09246 -0.57851 -0.297
C 0.52084 0.62738 0.02927 0.380
O 0.31408 1.93324 0.22353 -0.496
H -2.37017 0.15449 -0.42764 0.326
H -1.85571 1.02422 1.04085 0.324
H -2.22321 -0.72623 1.11140 0.323
H -0.59804 -2.38058 0.10695 0.302
H 1.39629 0.11916 -1.62622 0.244
H 2.68085 0.31314 -0.43578 0.476
H 1.17122 2.35862 0.37132 0.353
```

Results
ΔE to the lowest compared entry with this formula, charge and spin	3.7049	eV
max |F|	0.00991	Eh/bohr
energy	-324.58831	hartree
spin multiplicity	1
LUMO level	0.21	eV
frontier orbital gap	7.408	eV



Below is C5H7NO in the gas phase, with properties calculated with ωB97M-V/def2-TZVPD.

XYZ file:
```
14
Properties=species:S:1:pos:R:3:mulliken_charge:R:1
O -1.61283 1.14094 1.51634 -0.565
C -0.87590 0.69981 0.67474 0.477
C -1.20095 -0.06197 -0.67387 -0.471
N 0.11140 -0.68275 -0.90959 -0.448
C 0.99742 0.51763 -0.72090 -0.376
C 0.63246 0.43787 0.76604 -0.294
C 0.46552 -1.07478 0.50434 -0.451
H -1.47176 0.54362 -1.54805 0.306
H -1.96674 -0.83602 -0.55996 0.283
H 0.65852 1.41727 -1.24775 0.260
H 2.03286 0.30118 -0.98928 0.269
H 1.22610 0.86378 1.57824 0.473
H 1.35492 -1.70304 0.55263 0.283
H -0.35370 -1.54440 1.06491 0.253
```

Results
ΔE to the lowest compared entry with this formula, charge and spin	2.1122	eV
max |F|	0.01267	Eh/bohr
energy	-324.64684	hartree
spin multiplicity	1
LUMO level	0.94	eV
frontier orbital gap	9.770	eV
SMILES string	O=C1CN2CC1C2



Below is C5H7NO in the gas phase, with properties calculated with ωB97M-V/def2-TZVPD.

XYZ file:
```
14
Properties=species:S:1:pos:R:3:mulliken_charge:R:1
C -1.49553 -0.94813 0.03106 -0.993
C -0.04824 -1.38947 0.27585 0.200
C 0.53122 -0.40772 1.04913 -0.423
C 1.12764 0.48396 0.13130 0.316
N 0.96757 1.89069 0.23449 -0.702
C 1.25620 -0.21409 -1.03908 -0.420
O 0.56956 -1.37388 -0.96617 -0.285
H -1.34553 0.12737 -0.25450 0.244
H -2.15727 -0.94250 0.89979 0.307
H -1.95747 -1.39163 -0.84883 0.309
H 0.13334 -0.12171 2.01381 0.410
H 0.38297 2.07254 1.04255 0.305
H 0.39640 2.16087 -0.55969 0.294
H 1.63913 0.05371 -2.00971 0.437
```

Results
ΔE to the lowest compared entry with this formula, charge and spin	3.7976	eV
max |F|	0.01457	Eh/bohr
energy	-324.58491	hartree
spin multiplicity	1
LUMO level	0.46	eV
frontier orbital gap	8.273	eV
SMILES string	Cc1cc(N)co1